{
  "formula": "C55H45MgOP3Si",
  "method": "ωB97M-V/def2-TZVPD",
  "symbols": ["C", "C", "H", "H", "H", "C", "H", "C", "C", "H", "H", "C", "C", "H", "H", "H", "C", "C", "H", "C", "C", "H", "H", "H", "C", "H", "H", "C", "H", "H", "H", "C", "H", "P", "C", "H", "C", "C", "C", "Mg", "C", "H", "H", "Si", "H", "C", "H", "C", "O", "H", "C", "H", "H", "H", "P", "H", "H", "H", "H", "C", "C", "H", "C", "C", "C", "C", "C", "C", "C", "C", "C", "C", "C", "C", "C", "H", "H", "C", "H", "C", "C", "C", "H", "H", "H", "C", "C", "C", "H", "H", "C", "C", "C", "C", "C", "C", "H", "P", "C", "C", "H", "H", "C", "C", "C", "H"],
  "xyz": [[-2.2447, -2.0868, 0.3904], [2.0809, -2.4861, 2.7631], [6.1421, 1.3009, 3.3604], [-4.3886, -1.5865, -2.0586], [-4.0520, 0.8571, -5.0849], [2.4510, 2.7961, 0.9198], [2.3272, -6.0487, 4.3033], [1.9403, -3.4773, -0.7837], [1.5425, 3.6358, -2.2963], [2.8017, -1.3874, -3.3100], [1.8142, 2.7310, -2.8283], [2.1962, -1.8591, -2.5453], [-1.9288, -3.6509, -3.1258], [-5.7059, -2.9978, -3.5940], [-3.3315, 2.4985, -6.7979], [-2.9235, 0.7828, -2.8931], [-2.1457, 2.5006, -0.5623], [0.0656, -2.0656, -1.3786], [-0.9107, 4.9019, -0.3389], [-2.5324, -1.5659, 2.7250], [-2.5366, -2.6256, -2.4077], [-2.9521, -4.0278, -0.2254], [-5.2627, 3.1427, 1.6573], [-2.4122, -0.8886, 3.5668], [-2.3206, 1.7430, 0.6154], [-0.3702, 4.0047, -4.0974], [-3.7149, -4.6693, 2.0290], [3.3750, -4.4613, 3.3040], [-4.6037, -4.8320, -4.8485], [0.0141, -2.5688, 3.3542], [-1.7326, 2.1634, 3.4856], [-3.2424, 1.5451, -4.8725], [0.6385, 6.8097, -0.3182], [-1.6749, -1.4719, -1.2535], [-0.2380, 0.7917, 2.7695], [1.7064, 3.5319, 1.2515], [-2.8375, 2.4650, -5.8339], [-3.2689, -3.6943, 1.8696], [-3.1328, -2.8069, 2.9289], [0.8998, 0.3840, -0.4211], [-4.0280, -4.2130, -4.1706], [0.4414, -0.6935, -2.9985], [3.7506, -3.1965, -1.9129], [-1.0514, 0.4017, 1.0791], [7.2809, 0.8328, 1.2136], [2.4143, 4.7116, -2.2938], [-4.9030, 4.4892, -0.3971], [5.5742, -0.1559, 0.3610], [1.8577, 1.7048, 0.3047], [-3.4890, -3.0844, 3.9158], [1.0485, -4.3670, 3.8898], [-0.8695, -3.8476, -3.0042], [-2.1821, -5.2325, -4.5557], [1.2470, 1.1187, 6.3684], [1.8594, -0.8930, 1.8706], [3.8223, 0.6034, 3.7119], [3.1468, 3.3221, 0.2522], [-1.4870, 4.0656, -6.2929], [-3.6589, 1.3761, 2.2632], [3.2867, -3.1874, 2.7468], [-1.5651, 2.3863, -3.3428], [3.0218, 2.5049, 1.8120], [-1.8034, 3.3424, -5.5504], [4.2593, -0.5458, 0.5642], [-2.6082, 1.5029, -3.6398], [-4.3870, 2.9710, 1.0397], [2.2573, -5.0558, 3.8723], [0.8705, -1.4597, -2.3599], [-2.6708, -4.4382, -4.0043], [5.6181, 0.7761, 2.5707], [0.8914, 5.9221, -0.8867], [0.8453, 1.0453, 5.3642], [0.0109, 4.8431, -0.9034], [-1.1674, 3.3045, -4.3109], [-4.6465, -3.1859, -3.4639], [4.3228, -4.9880, 3.2948], [0.1687, -4.8229, 4.3312], [-3.0889, 3.4738, -0.9159], [3.3570, 4.6476, -2.8252], [0.9667, 0.1295, 3.1238], [-2.8302, -3.3333, 0.5996], [6.2572, 0.5143, 1.3680], [2.3574, -4.2557, -0.1549], [6.0612, -0.3592, -0.5857], [3.7319, -1.0730, -0.2261], [0.9612, -3.0955, 3.3387], [3.6003, -0.2910, 1.7693], [-4.1902, 3.7222, -0.1146], [4.1680, -2.7316, 2.3103], [0.0359, -3.5296, 0.1998], [4.3013, 0.3731, 2.7711], [-0.8249, 1.6222, 3.7330], [2.0881, 5.8626, -1.5851], [-3.4704, 1.9896, 1.3850], [-0.2852, 1.7657, 5.0056], [2.7252, -2.8769, -1.7652], [2.7723, 6.7043, -1.5697], [-0.7307, 2.1877, -1.7148], [-3.9043, -2.3949, -2.6001], [0.3219, 3.6911, -1.6167], [-2.9668, 4.0312, -1.8387], [-0.7614, 2.4210, 5.7259], [-2.0727, -1.1797, 1.4597], [1.4587, 0.2268, 4.4276], [0.6276, -3.0701, -0.5838], [2.3236, -0.3571, 4.7227]],
  "atomic_forces_ev_per_a": [[0.17, 0.10, 0.11], [-0.11, -0.09, -0.13], [-0.02, -0.01, -0.02], [0.01, -0.04, -0.02], [0.02, 0.01, 0.02], [-0.08, -0.22, -0.16], [-0.01, 0.07, -0.03], [-0.02, 0.06, -0.05], [-0.07, 0.01, 0.02], [-0.03, 0.01, 0.02], [0.02, -0.03, -0.02], [-0.09, 0.01, 0.04], [-0.03, -0.06, -0.04], [0.04, -0.01, 0.02], [0.02, -0.01, 0.04], [0.00, -0.02, 0.00], [-0.05, -0.04, 0.04], [0.02, -0.06, -0.07], [-0.02, -0.01, -0.02], [0.03, -0.03, -0.18], [-0.02, -0.01, 0.09], [0.01, 0.04, 0.02], [0.06, -0.02, -0.04], [0.03, -0.04, -0.04], [-0.05, 0.22, -0.02], [0.00, 0.00, -0.02], [0.00, 0.04, -0.01], [-0.04, 0.09, -0.04], [0.02, 0.04, 0.02], [-0.05, 0.00, -0.01], [0.04, -0.02, 0.00], [0.05, 0.01, 0.07], [0.01, -0.04, -0.03], [-0.26, -0.10, -0.08], [0.16, -0.11, 0.16], [-0.07, 0.02, -0.02], [-0.03, -0.01, 0.02], [0.02, 0.05, 0.00], [0.06, 0.06, -0.05], [-0.10, -0.33, -0.28], [-0.01, 0.03, 0.03], [-0.04, 0.01, -0.07], [-0.06, 0.01, 0.02], [-0.41, -0.26, 0.32], [-0.02, 0.00, 0.01], [-0.02, 0.01, 0.03], [0.04, -0.05, 0.01], [-0.03, 0.04, 0.05], [0.63, 0.58, 0.15], [0.03, 0.02, -0.05], [0.02, 0.05, -0.03], [-0.03, 0.00, 0.01], [0.00, 0.02, 0.02], [-0.01, -0.01, -0.05], [0.28, 0.16, 0.18], [0.03, 0.02, -0.03], [0.02, 0.00, -0.03], [0.00, -0.02, 0.04], [0.04, 0.07, -0.05], [0.01, -0.03, 0.08], [0.02, -0.11, -0.04], [0.02, -0.04, 0.01], [0.07, 0.00, 0.09], [-0.08, -0.09, 0.02], [0.01, 0.04, -0.08], [0.02, -0.03, -0.03], [-0.02, 0.02, 0.00], [0.06, -0.03, 0.17], [0.05, 0.06, 0.05], [-0.06, -0.05, -0.01], [0.01, -0.04, -0.02], [-0.03, 0.00, 0.00], [0.02, 0.00, 0.02], [-0.09, 0.00, -0.04], [0.06, 0.02, 0.02], [-0.04, 0.04, -0.01], [0.05, 0.04, -0.03], [0.06, -0.07, 0.00], [-0.05, 0.00, 0.01], [-0.20, 0.05, -0.01], [-0.03, 0.04, -0.02], [-0.01, -0.01, 0.01], [-0.01, 0.03, -0.02], [-0.02, -0.01, 0.03], [0.02, 0.11, 0.05], [0.06, -0.06, -0.01], [0.02, 0.00, 0.10], [-0.01, -0.01, 0.04], [-0.02, -0.04, 0.01], [-0.01, 0.01, -0.02], [0.05, 0.04, -0.01], [0.09, -0.10, -0.05], [-0.03, 0.02, 0.02], [0.10, -0.04, -0.13], [0.01, -0.01, -0.06], [-0.05, -0.09, 0.06], [-0.06, -0.06, 0.01], [-0.03, 0.27, 0.13], [0.05, -0.01, -0.02], [-0.02, -0.02, -0.08], [0.01, 0.00, 0.04], [0.00, -0.01, -0.02], [0.00, -0.13, 0.05], [-0.04, 0.00, -0.07], [0.00, 0.08, -0.08], [-0.04, 0.00, -0.01]],
  "e_lumo_ev": 0.403,
  "gap_ev": 6.76,
  "charge": 0,
  "spin_multiplicity": 1
}

***

{
  "formula": "C55H45N4O3P2S3Tc",
  "method": "ωB97M-V/def2-TZVPD",
  "symbols": ["C", "H", "H", "C", "N", "H", "H", "H", "H", "H", "C", "C", "C", "C", "C", "H", "C", "H", "C", "C", "C", "C", "C", "H", "C", "H", "C", "C", "C", "H", "C", "C", "C", "Tc", "C", "C", "H", "H", "H", "O", "H", "C", "P", "C", "H", "C", "H", "O", "C", "C", "C", "C", "P", "H", "N", "C", "H", "C", "C", "C", "H", "H", "C", "C", "H", "H", "C", "H", "C", "C", "H", "H", "C", "H", "C", "H", "C", "H", "N", "C", "H", "S", "C", "S", "H", "H", "H", "C", "H", "H", "C", "O", "H", "C", "C", "C", "N", "H", "C", "C", "C", "H", "S", "H", "H", "C", "H", "H", "C", "C", "H", "C", "H"],
  "xyz": [[-2.9299, 2.9582, 3.3033], [3.3004, -4.0991, -0.0051], [-0.8345, 4.7739, -1.8045], [-4.6769, 0.1069, -3.0053], [2.9848, 3.9789, 3.8632], [-6.7284, 0.4573, -3.4841], [-2.8503, 4.2863, -3.1887], [5.8692, -0.2892, 2.8592], [-0.7878, 0.6863, 4.6807], [-5.6321, -3.6835, -2.6813], [3.6910, -1.1797, -2.6237], [4.3002, -1.8827, -1.5506], [-1.7061, 3.4368, -4.9117], [2.0463, 2.5282, 0.9328], [-3.6995, -0.8389, -2.7332], [-0.0962, -2.3962, -1.1798], [-1.0880, 3.0440, 1.1243], [-4.4622, 3.9998, 4.4691], [-1.8689, 2.0162, 3.3886], [-5.4066, -2.6168, -2.7660], [-3.5710, 3.3325, 4.4824], [-3.0896, 2.9540, 5.7589], [5.1678, -3.4767, -3.2061], [-3.3358, -0.2045, 3.2529], [-6.3869, -1.6721, -3.1093], [-0.5839, 3.8907, 3.0377], [-1.3275, -2.1099, -4.3482], [3.8719, -1.5532, -3.9444], [0.3919, 5.0382, -0.1201], [5.3698, -0.0549, 1.1637], [4.3570, -1.6615, 2.1682], [4.2954, -1.6253, 4.7146], [-6.0185, -0.3361, -3.2197], [-2.0530, 0.5277, -0.1025], [0.6429, 4.6829, 1.2967], [-1.3141, 3.4096, -0.1907], [-4.1203, -0.6743, 1.2590], [4.6071, -3.0742, -5.2537], [0.8957, -2.7769, 3.7141], [2.4526, 0.2546, -1.0738], [-3.5676, 3.3242, 6.6895], [-0.6535, 4.4730, -0.7803], [-1.0158, 1.3069, 1.8971], [2.0399, 3.9864, 1.4604], [0.8477, -4.4909, -2.2037], [3.5553, -3.6004, 0.9252], [1.1063, 5.5648, -0.7650], [-3.6804, 3.5588, -1.1729], [-1.1738, -2.5500, 4.3727], [-4.0921, -2.2069, -2.5937], [-1.3271, -0.4825, 2.4459], [5.1081, -2.9889, -1.8793], [-1.9722, -0.3737, -2.3289], [-4.5167, -0.6916, -0.3361], [4.0164, -1.5150, -0.2413], [2.3971, 3.9281, 2.8840], [-7.4404, -1.9402, -3.1931], [2.7900, 0.0326, -2.3393], [4.0726, -2.3071, 3.3875], [4.9962, -0.3055, 2.1761], [3.7365, -0.6748, 4.7857], [3.1701, -5.3507, 2.1302], [-0.9145, -3.3185, -4.8622], [-2.4568, -0.8462, 3.2456], [-1.5831, 1.7259, 6.7400], [0.5639, -1.2434, 1.7420], [4.5571, -2.7386, -4.2250], [-1.8087, 4.3494, -5.5321], [3.5641, -3.6275, 3.3511], [-0.2856, -2.6721, -2.2156], [0.3467, -5.0532, -4.6146], [-4.4479, 1.1945, -3.1085], [-1.6385, 1.1627, -3.2853], [5.3564, -1.4098, 4.9436], [-2.2658, 3.4650, -3.6256], [-1.9362, -1.4491, -4.9555], [-1.0455, -1.7915, -3.0275], [3.4944, -0.8919, -4.7282], [-4.0977, -0.0847, 0.4069], [-0.1175, -4.1920, -4.1433], [3.3276, -4.0746, 4.3119], [3.0028, 2.1908, -0.3674], [-0.4370, 3.9444, 1.9470], [1.1838, 1.2551, 1.9228], [-0.6273, 2.3419, -6.3530], [-3.3331, -2.9100, -2.2771], [3.9357, -2.2871, 5.5469], [4.0080, -2.2777, 0.9618], [3.3869, -0.6694, -0.3059], [4.2881, 0.5449, 2.5244], [-1.0836, 2.2917, -5.3708], [2.4096, 0.7960, -3.2262], [-3.2936, -2.1701, 4.7389], [-1.1181, 1.1338, -4.5876], [0.2315, -3.8286, -2.8155], [-1.4362, 1.5526, 4.6252], [3.9269, 5.6063, 0.5580], [-4.7811, 0.6616, 0.5735], [3.3893, -4.2721, 2.1450], [-2.0540, 2.4032, -2.7661], [3.0980, 4.8251, 0.8440], [-0.7126, 0.1985, -4.9291], [-2.5634, 2.5126, -1.0632], [-3.2336, 3.3739, 2.3417], [0.7227, 5.6696, 1.8485], [-2.4061, -1.8907, 4.1635], [-1.0619, -3.3803, 5.0766], [5.7220, -4.4028, -3.3606], [-2.0020, 2.0585, 5.8100], [-0.2155, -1.3384, 2.5231], [-1.1853, -3.5207, -5.9227], [-0.0514, -2.2532, 3.5717], [5.6056, -3.5176, -1.0827]],
  "atomic_forces_ev_per_a": [[0.47, -0.71, 0.45], [0.19, 0.18, 0.06], [-0.14, -0.15, 0.02], [-0.94, 0.06, -0.55], [-0.18, -0.13, 0.82], [0.04, -0.59, 0.17], [0.48, -0.04, -0.56], [-0.52, 0.04, -0.26], [0.44, 0.32, 0.08], [-0.09, 0.44, 0.07], [-0.83, 1.22, 1.15], [-0.24, -1.09, 0.12], [-0.88, 0.99, 0.39], [-0.12, -0.25, -0.85], [-0.41, -0.62, 0.22], [0.09, -0.24, -0.16], [0.52, 1.19, 0.74], [0.84, -0.52, -0.26], [-0.05, -0.35, 0.19], [0.18, 0.08, -0.26], [-0.49, 0.75, 0.76], [0.51, -0.58, -0.52], [-0.13, 1.03, 1.34], [0.06, -0.06, -0.08], [0.17, 0.36, 0.41], [0.62, 0.17, -0.66], [-0.25, -0.21, 0.34], [0.45, -0.52, -0.01], [-0.51, -0.79, -1.65], [-0.27, -0.04, 0.57], [-0.28, 0.14, 0.57], [-0.22, -0.33, 0.86], [0.81, 0.94, 0.05], [-1.27, -1.00, 1.18], [0.67, 2.89, 0.70], [-0.69, -1.70, 0.10], [0.11, 0.43, -0.57], [0.14, -0.01, 0.04], [-0.32, 0.07, -0.18], [-0.70, 0.08, 0.28], [0.39, -0.30, -0.85], [1.50, 1.82, -0.41], [-3.08, 1.60, -1.31], [-0.16, -0.23, 0.06], [-0.09, 0.17, -0.31], [0.05, -0.08, 1.17], [-0.15, 0.33, 0.89], [1.02, -2.26, 0.80], [0.44, -0.07, -0.59], [0.27, 0.94, 0.21], [0.25, -1.51, 0.65], [-0.45, -0.22, -0.88], [0.58, 0.21, 0.19], [0.51, 0.70, 0.52], [0.10, 1.03, -0.31], [0.59, 0.10, -0.42], [0.36, -0.08, -0.20], [0.27, 0.60, -1.95], [-0.23, -0.67, -0.48], [-0.17, 1.41, 0.13], [0.28, -0.30, -0.07], [-0.24, 0.62, 0.03], [0.05, -0.29, -1.83], [0.50, 0.56, 0.06], [-0.07, -0.06, 0.40], [-0.23, 0.03, 0.90], [-0.03, 0.04, -0.34], [0.18, -0.82, 0.32], [0.51, 1.34, 0.39], [-0.29, 0.51, -1.28], [-0.34, -0.03, 0.18], [-0.18, -1.04, 0.10], [0.37, -0.09, -0.72], [-0.43, -0.05, -0.33], [0.36, 0.57, 0.35], [-0.03, -0.16, 0.05], [-0.04, 0.12, 0.74], [-0.07, -0.43, 0.24], [-0.49, -0.99, 0.20], [0.71, 0.90, 1.21], [0.13, -0.33, -0.21], [-0.93, 0.28, 1.32], [-0.07, -0.97, -0.25], [0.71, -0.20, -0.37], [0.03, -0.40, 0.10], [-0.03, -0.22, -0.22], [0.26, 0.58, -0.73], [-0.30, -0.36, -1.29], [0.84, -1.22, 0.93], [1.00, -1.31, -0.51], [0.00, -0.04, 0.11], [0.44, -0.82, 0.72], [0.37, 0.16, -0.20], [-0.03, 0.39, 0.44], [-0.43, -0.32, 0.02], [-1.07, 0.32, 0.61], [-2.26, -2.19, 0.49], [0.36, -0.08, -0.17], [-0.02, -0.81, -0.76], [-0.22, -1.13, -0.69], [1.97, 2.05, -0.45], [0.13, 0.03, -0.34], [-0.81, 1.61, -0.24], [-0.04, -0.20, 0.24], [0.38, -0.80, -0.41], [0.65, -0.26, -0.27], [-0.27, 0.52, 0.03], [-0.18, 0.31, -0.31], [-0.41, 0.43, -0.68], [0.87, 0.04, -0.36], [0.31, -0.08, 0.92], [-1.22, -0.25, -0.20], [0.07, -0.13, 0.10]],
  "e_lumo_ev": [-4.603, -4.675],
  "gap_ev": [4.69, 4.61],
  "charge": 1,
  "s_squared": 3.98,
  "spin_multiplicity": 4
}